No. 1
{
  "formula": "C3H8NO",
  "method": "ωB97M-V/def2-TZVPD",
  "species": ["C", "C", "C", "N", "O", "H", "H", "H", "H", "H", "H", "H", "H"],
  "coordinates": [[2.158, -0.067, 0.129], [-1.239, 1.261, -0.194], [-0.496, -1.235, 0.094], [-0.314, 0.196, -0.102], [1.086, 0.569, -0.034], [3.084, 0.428, -0.038], [2.199, -1.160, 0.338], [-1.717, 1.663, -1.212], [-2.077, 0.903, 0.411], [-0.834, 2.128, 0.402], [0.123, -1.556, 0.835], [-1.568, -1.430, 0.311], [-0.403, -1.701, -0.940]],
  "total_charge": 1,
  "gap_ev": [8.46, 8.46]
}



No. 2
{
  "formula": "C20H26F6N2O21P",
  "method": "ωB97M-V/def2-TZVPD",
  "species": ["C", "C", "N", "N", "P", "O", "O", "O", "H", "H", "H", "H", "H", "H", "H", "H", "C", "C", "O", "C", "O", "O", "F", "H", "H", "H", "C", "C", "O", "C", "O", "O", "F", "H", "H", "H", "C", "C", "O", "C", "O", "O", "F", "H", "H", "H", "C", "C", "O", "C", "O", "O", "F", "H", "H", "H", "C", "C", "O", "C", "O", "O", "F", "H", "H", "H", "C", "C", "O", "C", "O", "O", "F", "H", "H", "H"],
  "coordinates": [[-0.682, 2.447, 2.849], [-1.446, 3.330, 3.843], [-2.518, 3.997, 3.136], [-3.760, 4.254, 3.827], [-4.720, 2.995, 3.988], [-6.144, 3.199, 3.656], [-4.708, 2.406, 5.535], [-4.142, 1.722, 3.123], [-0.744, 2.879, 1.849], [-1.145, 1.457, 2.832], [0.371, 2.353, 3.108], [-0.764, 4.064, 4.292], [-1.830, 2.725, 4.682], [-2.680, 3.506, 2.265], [-3.813, 2.123, 5.743], [-3.482, 1.235, 3.619], [3.854, 1.694, 0.190], [2.694, 0.966, 0.833], [1.714, 1.971, 0.933], [1.934, 2.869, -0.067], [1.165, 3.688, -0.434], [3.176, 2.680, -0.593], [2.996, 0.514, 2.081], [4.473, 2.181, 0.945], [4.469, 1.062, -0.443], [2.299, 0.143, 0.245], [-7.112, 2.232, -0.011], [-6.189, 3.325, 0.483], [-6.322, 4.305, -0.555], [-7.541, 4.159, -1.114], [-8.061, 4.952, -1.835], [-8.094, 2.982, -0.751], [-4.903, 2.915, 0.537], [-6.553, 1.566, -0.674], [-7.581, 1.667, 0.787], [-6.457, 3.761, 1.447], [0.008, -2.802, 0.700], [-1.385, -2.437, 0.226], [-1.210, -1.098, -0.211], [0.081, -0.950, -0.586], [0.510, -0.039, -1.218], [0.828, -1.984, -0.142], [-2.292, -2.472, 1.224], [0.151, -2.510, 1.741], [0.259, -3.851, 0.569], [-1.754, -3.035, -0.608], [-1.372, 1.768, -2.085], [-1.999, 3.046, -1.562], [-3.380, 2.792, -1.744], [-3.574, 1.452, -1.688], [-4.622, 0.922, -1.520], [-2.390, 0.801, -1.809], [-1.638, 4.125, -2.299], [-1.216, 1.833, -3.164], [-0.443, 1.499, -1.590], [-1.810, 3.255, -0.509], [3.448, -3.128, -3.562], [3.848, -3.119, -2.105], [2.718, -3.709, -1.480], [2.120, -4.525, -2.385], [1.297, -5.337, -2.116], [2.596, -4.281, -3.626], [4.020, -1.864, -1.622], [2.872, -2.236, -3.811], [4.290, -3.232, -4.239], [4.730, -3.709, -1.878], [7.366, -6.864, -1.668], [8.528, -6.032, -1.160], [8.488, -4.904, -2.019], [7.210, -4.749, -2.447], [6.778, -3.778, -2.975], [6.482, -5.855, -2.171], [9.715, -6.660, -1.301], [7.682, -7.512, -2.486], [6.876, -7.452, -0.899], [8.428, -5.693, -0.128]],
  "total_charge": -1,
  "gap_ev": 4.53
}



No. 3
{
  "formula": "C30H32N2O5STi",
  "method": "ωB97M-V/def2-TZVPD",
  "species": ["Ti", "O", "C", "C", "O", "O", "C", "C", "C", "C", "C", "C", "C", "C", "C", "C", "C", "C", "H", "H", "H", "H", "H", "H", "H", "H", "H", "H", "H", "C", "C", "C", "C", "N", "H", "H", "H", "H", "H", "H", "H", "H", "H", "C", "C", "O", "S", "C", "C", "C", "C", "C", "C", "C", "C", "H", "H", "H", "H", "H", "H", "H", "C", "C", "N", "O", "H", "H", "H", "H", "H"],
  "coordinates": [[0.854, -0.295, 0.098], [1.141, 0.171, 2.307], [0.398, -0.884, 2.953], [-0.278, -1.679, 1.776], [-1.468, -1.937, 1.805], [0.526, -1.937, 0.823], [-0.707, -0.308, 3.803], [-1.487, -1.163, 4.575], [-2.569, -0.662, 5.276], [-2.881, 0.687, 5.215], [-2.095, 1.540, 4.461], [-1.014, 1.044, 3.753], [1.344, -1.721, 3.788], [1.760, -1.197, 5.009], [2.635, -1.905, 5.809], [3.112, -3.137, 5.393], [2.733, -3.641, 4.160], [1.855, -2.936, 3.351], [2.058, -0.131, 2.166], [-1.247, -2.215, 4.625], [-3.179, -1.329, 5.867], [-3.728, 1.075, 5.760], [-2.324, 2.595, 4.414], [-0.395, 1.710, 3.166], [1.387, -0.234, 5.328], [2.939, -1.494, 6.759], [3.784, -3.697, 6.027], [3.120, -4.592, 3.825], [1.564, -3.335, 2.388], [4.905, -0.325, 0.038], [3.614, -0.664, -0.734], [3.373, -2.194, -0.648], [3.783, -0.274, -2.217], [2.500, 0.010, -0.186], [5.756, -0.838, -0.399], [4.807, -0.632, 1.078], [5.091, 0.746, 0.002], [4.188, -2.741, -1.119], [2.426, -2.424, -1.149], [3.299, -2.501, 0.397], [4.605, -0.828, -2.664], [3.983, 0.792, -2.301], [2.854, -0.492, -2.743], [-3.705, 3.808, -6.415], [-4.261, 2.948, -7.508], [-5.163, 3.261, -8.234], [-3.455, 1.380, -7.791], [-2.546, 1.014, -6.291], [-3.236, 0.547, -5.180], [-2.547, 0.176, -4.045], [-1.150, 0.246, -4.007], [-0.469, 0.722, -5.131], [-1.160, 1.099, -6.265], [-0.460, -0.119, -2.823], [0.100, -0.455, -1.795], [-4.510, 4.396, -5.980], [-2.989, 4.493, -6.870], [-3.197, 3.227, -5.651], [-4.313, 0.479, -5.213], [-3.091, -0.191, -3.186], [0.609, 0.786, -5.111], [-0.625, 1.459, -7.129], [-2.291, 0.613, 0.233], [-1.277, 1.716, 0.281], [-1.764, 2.963, 0.382], [-0.058, 1.538, 0.265], [-3.251, 0.971, -0.133], [-2.431, 0.188, 1.232], [-1.920, -0.189, -0.415], [-2.749, 3.159, 0.335], [-1.116, 3.735, 0.413]],
  "gap_ev": 8.47
}



No. 4
{
  "formula": "C6H11N",
  "method": "ωB97M-V/def2-TZVPD",
  "species": ["C", "C", "C", "C", "C", "C", "N", "H", "H", "H", "H", "H", "H", "H", "H", "H", "H", "H"],
  "coordinates": [[-1.505, -2.748, 0.228], [-0.388, -2.539, -0.500], [0.303, -1.250, -0.684], [0.266, -0.253, 0.228], [1.197, 0.910, 0.337], [0.467, 2.226, 0.742], [-0.210, 2.811, -0.439], [-2.183, -1.907, 0.365], [-1.771, -3.606, 0.829], [0.047, -3.294, -1.157], [0.880, -1.204, -1.607], [-0.781, -0.133, 0.567], [1.667, 1.103, -0.638], [2.012, 0.757, 1.055], [-0.337, 1.912, 1.414], [1.254, 2.887, 1.094], [-0.496, 3.734, -0.146], [-1.060, 2.308, -0.669]],
  "gap_ev": 8.57,
  "smiles": "C=C/C=C/CCN"
}



No. 5
{
  "formula": "C5H13NO",
  "method": "ωB97M-V/def2-TZVPD",
  "species": ["C", "N", "C", "C", "C", "C", "H", "H", "H", "H", "H", "H", "H", "H", "H", "H", "H", "O", "H", "H"],
  "coordinates": [[0.833, -0.055, 1.581], [-0.252, -0.530, 0.721], [-1.443, 0.324, 0.939], [-2.092, 0.501, -0.473], [-1.305, -0.450, -1.349], [0.081, -0.378, -0.701], [0.580, -0.157, 2.631], [1.690, -0.704, 1.389], [1.115, 0.976, 1.347], [-1.219, 1.322, 1.323], [-2.152, -0.179, 1.598], [-3.172, 0.361, -0.427], [-1.917, 1.539, -0.765], [-1.647, -1.478, -1.211], [-1.341, -0.231, -2.413], [0.624, 0.556, -0.886], [0.685, -1.222, -1.046], [3.578, 0.273, -0.566], [4.265, 0.082, -1.187], [3.088, -0.549, -0.505]],
  "gap_ev": 9.47,
  "smiles": "CN1CCCC1.O"
}



No. 6
{
  "formula": "C3H7OS",
  "method": "ωB97M-V/def2-TZVPD",
  "species": ["C", "C", "S", "H", "H", "H", "H", "H", "O", "C", "H", "H"],
  "coordinates": [[0.558, 0.280, -1.316], [1.215, 0.651, 0.006], [0.076, 0.802, 1.444], [-0.365, 0.859, -1.404], [0.268, -0.767, -1.310], [1.196, 0.500, -2.183], [1.707, 1.618, -0.089], [1.969, -0.091, 0.254], [-1.904, -1.129, -0.035], [-1.530, -0.851, 1.124], [-0.985, -1.602, 1.730], [-2.204, -0.269, 1.779]],
  "total_charge": -1,
  "gap_ev": 7.11
}



Q: Which molecular weight values were calculated for the entries above? A: 74.1 775.4 580.5 97.2 103.2 91.2, in g/mol.
Q: Which DFT total energy values were calculated for the entries above? A: -248.66724 -3408.00252 -2895.79363 -289.86128 -328.27933 -591.92798, in Eh.